# 1
Here is C11H17BN6OPt as an isolated structure from the OMol25 dataset. Energies are from the ωB97M-V functional and the def2-TZVPD basis.

Output
- Electronic energy: -976.52684 hartree
- LUMO energy (spin up / spin down): -6.5 / -11.3 eV
- E_HOMO (spin up / spin down): -0.5797 / -0.5763 Eh
- Charge: +2
- Multiplicity: 5
- <S²>: 6.03
- HOMO-LUMO gap (spin up / spin down): 9.24 / 4.33 eV

Last column: Mulliken charge in e.
Geometry (Å):
Pt1 -0.78877 0.32524 0.05030  1.64
O1 -3.04083 0.17699 1.31548  -0.29
N1 0.21637 -0.71019 1.43567  -0.13
N2 -0.05524 -1.07332 -1.18998  -0.83
N3 1.04468 1.27820 -0.22718  -0.82
N4 1.49000 -1.18127 1.28608  0.00
N5 2.23429 0.59988 -0.29180  0.21
N6 1.24752 -1.50382 -1.16685  0.18
C1 -4.27569 0.83874 1.27838  -0.65
C2 0.74170 -1.71893 3.30850  -0.93
C3 2.66278 2.77354 -0.55080  -1.07
C4 -0.73121 -1.72511 -2.16906  0.11
C5 -2.18847 1.92877 -1.22053  -0.88
C6 1.82916 -1.81053 2.43306  0.08
C7 1.40271 -2.43147 -2.13648  -0.06
C8 3.22986 1.49623 -0.49034  -0.06
C9 0.17441 -2.58936 -2.78257  -1.06
C10 1.28471 2.60731 -0.38440  0.10
C11 -0.26171 -1.02029 2.64914  0.05
B1 2.24523 -0.95501 -0.07763  -0.02
H1 3.19314 3.70051 -0.69314  0.42
H2 -3.26884 2.00474 -1.13216  0.42
H3 0.48816 3.34592 -0.34959  0.46
H4 -1.26523 -0.72765 2.92636  0.52
H5 2.82154 -2.25534 2.52016  0.51
H6 0.69492 -2.11110 4.30706  0.45
H7 2.38217 -2.87660 -2.28997  0.48
H8 -1.78242 -1.53607 -2.33645  0.45
H9 3.34119 -1.44376 -0.13441  0.01
H10 4.25854 1.15132 -0.57458  0.47
H11 -4.92120 0.49667 0.44237  0.33
H12 -4.15619 1.93656 1.17504  0.33
H13 -1.65013 2.69076 -1.77984  0.41
H14 -1.83269 1.98645 -0.20230  0.23
H15 -1.90281 0.92375 -1.56329  0.22
H16 -0.03389 -3.24793 -3.60456  0.44
H17 -4.82773 0.65615 2.22032  0.27

# 2
Here is a 2-piece molecular cluster, C4H12N2O2 overall from the OMol25 dataset. Energies are from the ωB97M-V functional and the def2-TZVPD basis.

Output
- Electronic energy: -419.59099 hartree
- LUMO energy: 0.7 eV
- E_HOMO: -0.3310 Eh
- HOMO-LUMO gap: 9.70 eV

Last column: Mulliken charge in e.
Geometry (Å):
O1 1.75213 -1.73759 5.21170  -0.64
O2 -0.36157 -0.79884 1.05668  -0.63
N1 -0.97388 -0.98743 -1.61777  -0.42
N2 0.25124 1.36738 0.87155  -0.18
C1 -0.13541 0.15437 0.34606  0.35
C2 -0.05879 0.02626 -1.17424  -0.33
C3 -0.15130 2.64881 0.27044  -0.95
C4 -0.64275 -1.57390 -2.91240  -0.86
H1 -1.02274 -2.59431 -2.95229  0.34
H2 0.43231 -1.61555 -3.09576  0.32
H3 -1.01119 -1.70291 -0.90041  0.27
H4 -1.08463 2.56449 -0.27930  0.34
H5 0.59171 3.05541 -0.41811  0.29
H6 -1.14116 -1.04056 -3.72619  0.24
H7 0.98476 -0.19689 -1.41838  0.28
H8 -0.32662 3.35427 1.06537  0.34
H9 1.05268 -2.28845 4.82732  0.33
H10 1.92300 -1.02359 4.59521  0.32
H11 0.20858 1.39579 1.87852  0.30
H12 -0.28639 0.99324 -1.62801  0.29

# 3
Here is C14H18Cl2N2Pt as an isolated structure from the OMol25 dataset. Energies are from the ωB97M-V functional and the def2-TZVPD basis.

Output
- Electronic energy: -1693.30122 hartree
- LUMO energy (spin up / spin down): 0.3 / -2.8 eV
- E_HOMO (spin up / spin down): -0.2356 / -0.3311 Eh
- Multiplicity: 5
- <S²>: 6.01
- HOMO-LUMO gap (spin up / spin down): 6.67 / 6.19 eV

Last column: Mulliken charge in e.
Geometry (Å):
Pt1 1.87709 -0.62569 0.02893  1.26
Cl1 1.12179 -2.51845 -0.96986  -0.60
Cl2 2.72140 1.45143 0.25390  -0.50
N1 -0.76301 -1.90285 3.03773  -0.03
N2 0.35392 -0.67839 1.56281  -0.34
C1 -2.62300 1.10567 -2.48086  -0.69
C2 0.01492 1.57230 2.81652  -0.37
C3 -0.45546 2.08850 4.04574  -0.69
C4 -1.49582 1.15586 -1.48013  -0.72
C5 -0.12590 -1.89220 1.84889  -0.39
C6 -0.79626 -0.59462 3.52374  0.40
C7 -2.43766 0.01362 -3.52982  -0.67
C8 -0.12483 0.20130 2.56818  0.46
C9 -1.17472 -0.12822 4.77576  -0.84
C10 -1.02831 0.05441 -4.12517  -0.83
C11 3.36763 -1.54714 0.74582  -0.79
C12 0.08273 0.07349 -3.05428  -0.41
C13 -1.00542 1.24322 5.02869  -0.38
C14 -0.28581 0.75858 -1.76687  0.23
H1 -1.75100 1.58435 -0.50056  0.37
H2 1.00441 0.51227 -3.47299  0.28
H3 -0.86089 -0.78460 -4.81431  0.35
H4 4.25093 -0.99173 1.15393  0.31
H5 -0.02875 -2.75169 1.21359  0.49
H6 -1.55965 -0.83275 5.51726  0.34
H7 -0.38945 3.15861 4.28115  0.36
H8 0.47843 2.19832 2.05338  0.33
H9 3.43266 -2.66384 0.70051  0.32
H10 -2.58694 -0.96508 -3.06156  0.30
H11 -0.93465 0.95107 -4.74655  0.32
H12 -1.29902 1.65096 5.99985  0.37
H13 -3.17431 0.13657 -4.33391  0.32
H14 -3.57466 0.95710 -1.96767  0.31
H15 -2.67778 2.05403 -3.03036  0.30
H16 0.35405 -0.97198 -2.80640  0.14
H17 0.57552 0.87172 -1.07608  0.44
H18 -1.07929 -2.74046 3.52700  0.23

# 4
Here is a 2-piece molecular cluster, C3H5NO3 overall from the OMol25 dataset. Energies are from the ωB97M-V functional and the def2-TZVPD basis.

Output
- Electronic energy: -397.53636 hartree
- LUMO energy: 0.3 eV
- E_HOMO: -0.3814 Eh
- HOMO-LUMO gap: 10.64 eV

Last column: Mulliken charge in e.
Geometry (Å):
O1 2.67107 -0.45938 1.15757  -0.56
O2 4.14755 0.10491 -0.28338  -0.59
O3 2.12861 0.33697 -0.79522  -0.50
N1 3.05870 -0.05414 0.11995  1.12
C1 0.31522 0.32271 -0.13134  0.40
C2 0.08234 1.52711 0.26005  -0.69
C3 -0.22225 -1.04419 -0.35236  -0.66
H1 0.39802 -1.59377 0.37759  0.27
H2 0.57482 2.46601 0.13914  0.33
H3 0.00930 -1.37501 -1.45648  0.26
H4 -0.69017 1.85458 0.81846  0.33
H5 -1.30859 -0.87048 0.01259  0.28

Look up the electronic energy of the fourth one.
-397.53636 hartree